1.
An isolated molecule of CH5PS in a non-equilibrium geometry, computed with ωB97M-V/def2-TZVPD.

Each line ends with the Löwdin charge.
Atoms and positions in Å:
C1 0.145 1.026 0.506  -0.420
P1 0.768 -0.540 -0.340  0.359
S1 -0.923 -1.630 -0.751  0.251
H1 0.397 1.949 -0.024  0.020
H2 0.457 0.820 1.511  -0.016
H3 -1.028 0.838 0.606  0.050
H4 1.006 -0.191 -1.929  -0.036
H5 -0.823 -2.274 0.421  -0.207

Properties
- structure (SMILES) = CPS
- orbital gap (eV) = 9.618
- spin multiplicity = 1
- E_LUMO (eV) = 0.862

---

2.
CH5PS2 as an isolated structure in a non-equilibrium geometry, computed with ωB97M-V/def2-TZVPD.

Each line ends with the Löwdin charge.
Atoms and positions in Å:
C1 -0.587 -1.100 -0.329  -0.462
P1 -0.086 0.581 -0.892  0.437
S1 -1.065 1.666 0.580  0.327
S2 2.479 0.553 0.142  0.141
H1 -0.758 -1.137 0.747  0.020
H2 0.191 -1.811 -0.607  0.027
H3 -1.506 -1.371 -0.850  0.029
H4 -0.771 2.851 0.063  -0.200
H5 2.103 -0.232 1.145  -0.320

Properties
- orbital gap (eV) = 7.902
- spin multiplicity = 1
- E_LUMO (eV) = -0.784

---

3.
An isolated molecule of CH5PS2 in a non-equilibrium geometry, computed with ωB97M-V/def2-TZVPD.

Each line ends with the Löwdin charge.
Atoms and positions in Å:
C1 0.370 0.052 0.858  -0.303
P1 -0.544 -0.502 -0.681  -0.036
S1 -2.203 -1.491 -0.526  0.123
S2 -0.698 1.407 -1.630  0.386
H1 -0.108 -0.737 1.420  0.001
H2 1.454 -0.039 0.830  0.039
H3 0.301 1.056 1.319  0.057
H4 0.383 -0.972 -1.641  -0.033
H5 -1.661 1.037 -2.409  -0.233

Properties
- structure (SMILES) = C[P@@H](=S)S
- orbital gap (eV) = 9.886
- spin multiplicity = 1
- E_LUMO (eV) = 0.734

---

4.
An isolated molecule of CH5PS2 in a non-equilibrium geometry, computed with ωB97M-V/def2-TZVPD.

Each line ends with the Löwdin charge.
Atoms and positions in Å:
C1 0.294 -1.166 -0.243  -0.297
P1 0.045 0.608 -0.397  -0.080
S1 -1.595 1.086 -1.231  0.110
S2 0.322 1.570 1.459  0.407
H1 -0.674 -1.665 -0.407  0.054
H2 1.073 -1.665 -0.732  0.030
H3 0.413 -1.205 0.826  0.012
H4 0.955 1.310 -1.177  -0.042
H5 -0.834 1.127 1.902  -0.193

Properties
- structure (SMILES) = C[P@@H](=S)S
- orbital gap (eV) = 9.385
- spin multiplicity = 1
- E_LUMO (eV) = 0.694

---

5.
A 2-piece molecular cluster, CH5PS2 overall in a non-equilibrium geometry, computed with ωB97M-V/def2-TZVPD.

Each line ends with the Löwdin charge.
Atoms and positions in Å:
C1 0.878 0.154 0.304  -1.122
P1 -1.320 -1.597 -0.540  0.536
S1 1.012 1.349 -0.945  0.660
S2 0.670 0.541 2.051  0.593
H1 1.650 -0.698 0.207  0.022
H2 -1.953 -0.702 0.487  -0.201
H3 -1.582 -0.626 -1.654  -0.199
H4 1.222 0.437 -1.812  -0.172
H5 -0.578 1.143 1.902  -0.116

Properties
- orbital gap (alpha / beta) (eV) = 6.923 / 7.748
- spin multiplicity = 1
- E_LUMO (alpha / beta) (eV) = -0.863 / -0.513

---

6.
A 2-piece molecular cluster, CH5S2 overall in a non-equilibrium geometry, computed with ωB97M-V/def2-TZVPD.

Each line ends with the Löwdin charge.
Atoms and positions in Å:
S1 0.377 -0.919 2.331  -0.251
H1 -0.559 -0.182 3.240  -0.320
C1 -0.060 0.584 -1.204  -0.516
S2 -0.188 -1.267 -0.867  0.379
H2 -0.557 1.280 -0.477  0.028
H3 -0.596 0.738 -2.186  0.012
H4 0.953 0.824 -1.187  -0.030
H5 0.629 -1.058 0.350  -0.302

Properties
- total charge = -1
- orbital gap (eV) = 6.527
- spin multiplicity = 1
- E_LUMO (eV) = 3.770

---

7.
A 2-piece molecular cluster, CH5S2 overall in a non-equilibrium geometry, computed with ωB97M-V/def2-TZVPD.

Each line ends with the Löwdin charge.
Atoms and positions in Å:
S1 1.679 -0.877 1.287  -0.200
H1 2.453 0.181 0.972  -0.434
C1 -1.501 1.683 -0.964  -0.510
S2 -1.056 -0.096 -0.857  0.471
H2 -1.352 2.160 0.004  0.013
H3 -2.556 1.631 -1.200  -0.006
H4 -0.851 2.152 -1.695  0.000
H5 0.001 -0.489 -0.010  -0.334

Properties
- total charge = -1
- orbital gap (eV) = 6.715
- spin multiplicity = 1
- E_LUMO (eV) = 3.767

---

8.
A 2-piece molecular cluster, CH5S3 overall in a non-equilibrium geometry, computed with ωB97M-V/def2-TZVPD.

Each line ends with the Löwdin charge.
Atoms and positions in Å:
S1 -3.095 -0.003 -1.234  0.346
H1 -3.008 1.090 -0.439  -0.228
C1 3.011 0.726 1.206  -0.539
S2 1.661 0.427 -0.021  0.058
S3 0.137 -0.826 0.593  -0.317
H2 2.761 0.926 2.259  0.016
H3 3.394 1.660 0.799  -0.012
H4 3.696 -0.118 1.264  -0.001
H5 -2.108 -0.478 -0.389  -0.322

Properties
- total charge = -1
- orbital gap (eV) = 5.801
- spin multiplicity = 1
- E_LUMO (eV) = 3.464

---

9.
CH6BClI2O2Si2 as an isolated structure in a non-equilibrium geometry, computed with ωB97M-V/def2-TZVPD.

Each line ends with the Löwdin charge.
Atoms and positions in Å:
C1 2.385 0.151 -0.577  -0.046
B1 1.238 -0.614 0.240  -0.574
O1 1.556 -1.056 1.536  0.045
Si1 -0.544 -0.984 -0.561  -0.218
Cl1 -0.167 -2.105 -2.325  0.264
I1 -1.900 -2.472 0.915  0.498
O2 -1.374 0.456 -0.970  -0.527
Si2 -2.242 1.179 0.310  0.040
I2 -3.321 3.193 -0.688  0.374
H1 1.961 0.769 -1.373  0.058
H2 2.949 0.788 0.108  0.066
H3 3.028 -0.628 -1.007  0.076
H4 1.037 -0.622 2.208  0.086
H5 -1.291 1.602 1.347  -0.047
H6 -3.315 0.343 0.835  -0.092

Properties
- orbital gap (eV) = 9.483
- spin multiplicity = 1
- E_LUMO (eV) = -0.384

---

10.
An isolated molecule of CH6BNO in a non-equilibrium geometry, computed with ωB97M-V/def2-TZVPD.

Each line ends with the Löwdin charge.
Atoms and positions in Å:
C1 -1.263 -0.610 0.065  -0.044
B1 0.522 -0.083 0.019  -0.598
N1 0.839 1.267 -0.248  0.145
O1 1.316 -1.122 0.250  0.174
H1 -1.824 -0.168 0.863  -0.004
H2 -1.243 -1.764 0.096  0.058
H3 -1.798 -0.120 -0.757  0.012
H4 -0.071 1.810 -0.480  0.119
H5 1.423 1.795 0.397  0.077
H6 2.099 -1.005 -0.205  0.061

Properties
- structure (SMILES) = CB(N)O
- orbital gap (eV) = 10.000
- spin multiplicity = 1
- E_LUMO (eV) = 0.481

---

11.
A 2-piece molecular cluster, CH6BNO4S overall in a non-equilibrium geometry, computed with ωB97M-V/def2-TZVPD.

Each line ends with the Löwdin charge.
Atoms and positions in Å:
C1 -0.392 0.610 0.901  -0.218
S1 0.106 -0.183 -0.463  0.664
N1 1.739 -0.319 -0.849  -0.071
O1 -0.530 0.311 -1.654  -0.310
O2 -0.209 -1.731 -0.225  -0.180
H1 -0.261 1.670 0.767  0.035
H2 0.114 0.225 1.768  0.031
H3 2.261 -0.801 -0.135  0.067
H4 1.880 -0.741 -1.752  0.066
H5 -1.137 -1.827 0.070  0.049
O3 -2.764 -1.213 0.382  0.133
B1 -2.855 -0.070 0.002  -0.615
O4 -3.092 1.097 -0.509  0.241
H6 -2.415 1.443 -1.088  0.108

Properties
- structure (SMILES) = C=[S@](N)(=O)O.O=BO
- orbital gap (eV) = 9.458
- spin multiplicity = 1
- E_LUMO (eV) = 0.291

---

12.
An isolated molecule of CH6Cl2OSi2 in a non-equilibrium geometry, computed with ωB97M-V/def2-TZVPD.

Each line ends with the Löwdin charge.
Atoms and positions in Å:
C1 1.330 -1.011 -0.607  -0.281
O1 0.316 1.698 0.699  -0.523
Si1 -1.036 2.154 0.196  0.304
Si2 -0.214 -1.031 0.432  -0.403
Cl1 -1.642 -0.102 -0.243  0.594
Cl2 -0.657 -2.946 -0.075  0.307
H1 1.428 -1.881 -1.299  0.027
H2 1.478 -0.153 -1.232  0.015
H3 2.086 -0.893 0.214  0.051
H4 -0.788 2.438 -1.173  -0.048
H5 -2.082 2.582 1.173  -0.040
H6 -0.218 -0.856 1.915  -0.004

Properties
- orbital gap (eV) = 10.121
- spin multiplicity = 1
- E_LUMO (eV) = 0.248